a:
A single C2H3ClFP molecule. Source: OMol25; level of theory: wB97M-V/def2-TZVPD.

The geometry in XYZ format:
```
8
Properties=species:S:1:pos:R:3
F -1.64 -1.32 -0.63
P -0.44 -1.23 0.47
C -0.28 0.60 0.50
C 0.61 -0.01 -0.42
Cl 2.61 -0.14 -0.17
H -0.10 0.96 1.56
H -1.04 1.17 0.18
H 0.28 -0.04 -1.50
```

Calculated values
**Total charge**: 0
**E_HOMO**: -0.3651 Ha

b:
A single C2H3ClFP molecule. Source: OMol25; level of theory: wB97M-V/def2-TZVPD.

The geometry in XYZ format:
```
8
Properties=species:S:1:pos:R:3
C 1.70 0.51 0.11
P -0.05 0.09 0.16
F -0.59 1.51 -0.29
C -1.48 -0.89 -0.41
Cl -3.07 -0.50 0.24
H 2.33 -0.22 0.55
H 2.34 1.32 -0.36
H -1.17 -1.83 0.01
```

Calculated values
**Total charge**: 0
**E_HOMO (spin up / spin down)**: -0.3163 / -0.3163 Ha

a takes first place; second place is 2.821 eV up.